Entry from the Open Molecules 2025 dataset: C2H4GaLiO4 as an isolated structure at a distorted geometry (ωB97M-V/def2-TZVPD).

```
12
Properties=species:S:1:pos:R:3
Ga 1.035 2.295 0.026
O 0.719 0.693 -0.783
O 2.980 -0.687 -0.358
O -0.324 -1.365 0.644
O -0.563 -0.009 -0.021
C -0.872 -1.502 1.736
C 3.136 -1.582 0.429
Li 0.304 0.461 -2.768
H -0.323 -2.134 2.447
H 4.076 -2.182 0.385
H 2.321 -1.774 1.167
H -1.727 -0.857 1.992
```

Computed properties:
* LUMO energy (alpha / beta): -28.1 / -28.7 eV
* <S²>: 1.82
* total charge: +5
* electronic energy: -2308.44238 hartree
* HOMO-LUMO gap (alpha / beta): 6.82 / 5.69 eV
* relative energy (zero: lowest compared OMol25 entry of this formula, charge and spin): 0.00 kcal/mol
* multiplicity: 2
* largest force on an atom: 3.736 eV/A